No. 1
18
Properties=species:S:1:pos:R:3:forces:R:3:mulliken_charge:R:1 method="wB97M-V/def2-TZVPD" multiplicity=1 orbital_gap_ev="8.101 / 8.099"
F 0.7585 -0.7238 -1.8257 -0.319 -0.822 0.084 -0.3545
F -0.7998 -2.5870 -0.1212 -0.195 1.773 0.213 -0.3682
O 1.7844 1.3415 1.2354 -0.368 1.672 2.376 -0.4924
N 2.9464 0.4555 -0.4827 0.319 -0.409 -0.923 -0.3631
N -1.0099 0.5244 -1.1008 0.263 -2.885 1.675 -0.3355
C -1.9766 0.5697 0.0257 -0.230 -1.598 -1.655 -0.6334
C -0.3519 -1.2785 0.3660 -1.684 -0.736 -0.161 0.2424
C 0.0388 -0.3360 -0.7373 2.484 2.054 0.604 0.1932
C -1.4475 -0.4346 1.1205 0.238 1.488 -0.683 -0.5179
C 1.8707 0.7306 0.2461 -2.260 -2.175 -2.105 0.3390
H -2.9489 0.3346 -0.4473 0.245 -0.207 0.752 0.2794
H 3.8602 0.8913 -0.3928 -0.415 -0.039 0.285 0.2265
H 0.4157 -1.5890 1.0185 1.099 0.081 0.554 0.2449
H -2.0188 1.5623 0.3465 -0.195 1.477 0.971 0.3500
H -0.9573 0.2995 1.8655 -0.463 -1.793 -0.764 0.2835
H -2.2817 -1.0136 1.5653 0.849 0.204 -0.141 0.3424
H -0.6371 1.3661 -1.3999 0.370 2.024 -0.688 0.3121
H 2.7550 -0.1132 -1.2819 0.262 -0.109 -0.395 0.2514

No. 2
17
Properties=species:S:1:pos:R:3:forces:R:3:mulliken_charge:R:1 method="wB97M-V/def2-TZVPD" multiplicity=1 total_charge=+1 orbital_gap_ev=9.718
F -0.1196 3.7141 -0.7584 -1.301 -1.057 -0.204 -0.1084
F -1.9379 2.8649 -0.1145 0.291 0.331 -0.145 -0.0939
O -0.3820 0.6325 1.4056 -2.807 0.587 3.028 -0.0097
N 0.3436 -0.2988 -0.4056 -0.474 2.089 -4.139 0.1187
C 0.3701 0.9070 0.5097 3.265 1.788 -2.878 -0.3122
C -1.0672 -0.6057 1.3649 -2.008 -3.507 3.446 -0.3418
C -0.2460 -1.3660 0.2992 -1.265 -0.454 1.676 -0.5652
C -0.9472 2.6954 -0.9365 0.976 0.780 0.311 0.2114
C 1.6827 -0.6686 -1.0326 -1.013 -0.784 0.978 -0.8314
H -0.3749 -0.0102 -1.1540 1.554 0.043 0.769 0.4630
H -0.7747 -2.0182 -0.3779 -0.142 -0.415 0.244 0.3732
H -0.8192 -1.0593 2.4858 -1.049 0.950 -3.030 0.2951
H 1.5614 -1.7265 -1.1948 0.240 -0.331 -0.618 0.4020
H 0.5940 -1.7826 0.7959 0.353 -1.365 0.557 0.4107
H 2.4008 -0.5812 -0.2488 0.617 0.371 0.489 0.3692
H 1.9871 -0.1475 -1.9134 -0.323 0.612 -0.386 0.3165
H -2.2709 -0.5493 1.2754 3.084 0.362 -0.099 0.3028

No. 3
15
Properties=species:S:1:pos:R:3:forces:R:3:mulliken_charge:R:1 method="wB97M-V/def2-TZVPD" multiplicity=1 orbital_gap_ev="7.595 / 9.587"
F -2.2769 -0.4485 1.0118 0.122 -0.509 -0.144 -0.2618
N -0.0650 1.0235 1.5504 0.932 -0.209 -1.747 -0.6617
C 1.1747 -0.2377 -0.1322 2.064 2.242 1.063 -0.9777
C -0.9101 -0.1991 -1.0214 -2.314 -2.422 0.405 -0.5779
C 0.2996 -0.3133 1.1016 -2.589 0.779 2.355 0.3301
C 0.3502 0.4706 -1.1892 1.633 1.955 -0.519 -0.5810
C -1.0959 -0.5306 0.4120 1.539 1.774 1.084 0.1115
H -0.6523 -1.2149 -1.3431 -0.648 -0.349 -0.838 0.2264
H 0.3023 1.5460 -0.8510 0.011 -1.032 -0.706 0.3220
H 2.0758 0.4006 -0.0082 -0.481 -0.297 0.679 0.3514
H -0.1100 1.1824 2.5521 -0.529 -0.876 0.195 0.2026
H 0.3780 -1.0186 1.9778 0.935 0.292 -1.274 0.4159
H 1.6053 -1.1638 -0.3149 0.217 -2.092 -1.053 0.3608
H -1.7961 0.1251 -1.4988 -0.820 0.550 -0.642 0.4159
H 0.7204 0.3783 -2.2468 -0.071 0.195 1.143 0.3233

No. 4
15
Properties=species:S:1:pos:R:3:forces:R:3:mulliken_charge:R:1 method="wB97M-V/def2-TZVPD" multiplicity=1 orbital_gap_ev=10.113 smiles="C=C(F)/C(C)=N/C"
F 1.1413 1.6936 2.1343 0.220 0.184 1.426 -0.2533
N -0.6811 0.2258 -0.4829 -1.904 -0.252 -0.470 -0.4837
C 0.1899 0.3070 0.3915 0.563 1.757 1.995 0.6329
C -0.0328 1.4473 1.5755 -0.275 -2.220 -3.761 0.3827
C -0.7290 -0.8139 -1.5250 2.204 0.233 1.987 -0.8423
C 1.5196 -0.3987 0.5837 -2.584 -4.007 0.223 -1.1454
C -1.1815 2.0319 1.8412 -0.413 0.934 0.575 -0.7912
H 1.4805 -0.9809 1.5571 0.265 0.968 -0.883 0.2864
H 0.2790 -0.8680 -1.8787 0.926 -0.296 -0.744 0.2896
H -0.8448 -1.8201 -1.0389 -0.951 0.909 -0.884 0.2896
H -1.2853 -0.4299 -2.3499 -1.126 -0.581 -0.248 0.3435
H 2.1895 0.3491 0.6034 2.808 2.297 0.421 0.3624
H 1.8338 -1.1678 -0.1712 -0.682 0.899 0.327 0.3432
H -2.0342 2.1610 1.1845 0.237 -1.274 -0.314 0.2787
H -1.3708 2.6036 2.7316 0.712 0.449 0.350 0.3069